C20H36N2O4 | wB97M-V/def2-TZVPD

Each line ends with the Mulliken charge.
Positions of all 62 atoms, in Å:
C: 0.198 4.653 -2.215  -0.737
O: -0.658 3.524 -2.335  -0.329
C: -0.575 2.617 -1.362  0.123
O: 0.175 2.703 -0.425  -0.577
C: -1.557 1.469 -1.582  -0.062
N: -1.536 0.600 -0.434  0.857
C: -2.101 0.994 0.721  -0.116
O: -2.853 1.943 0.826  -0.704
C: -1.714 0.124 1.928  -0.118
C: -2.036 -1.368 1.772  -0.858
C: -3.526 -1.698 1.911  0.663
C: -4.333 -1.209 0.712  -1.310
C: -3.696 -3.209 2.071  -1.597
N: -0.295 0.328 2.223  0.002
C: 0.745 -0.147 1.507  -0.201
O: 0.596 -0.862 0.525  -0.762
C: 2.104 0.275 2.039  0.776
C: 2.811 1.180 1.019  -1.312
C: 3.296 0.401 -0.199  -0.086
C: 4.221 -0.745 0.206  0.449
C: 4.723 -1.498 -1.022  -1.731
C: 3.459 -1.681 1.143  -0.592
C: 2.980 -0.937 2.385  -1.375
C: -1.249 0.710 -2.884  0.248
C: -2.267 -0.409 -3.088  -1.490
C: 0.175 0.156 -2.887  -1.477
H: 1.244 4.338 -2.220  0.299
H: -0.006 5.183 -1.283  0.318
H: -0.013 5.287 -3.072  0.256
H: -2.557 1.916 -1.642  0.587
H: -0.771 -0.071 -0.368  -0.028
H: -2.268 0.515 2.788  0.406
H: -1.670 -1.737 0.814  0.095
H: -1.485 -1.895 2.557  0.519
H: -3.910 -1.209 2.813  0.291
H: -5.375 -1.502 0.818  0.492
H: -3.947 -1.642 -0.208  0.202
H: -4.294 -0.127 0.630  0.256
H: -3.165 -3.569 2.949  0.405
H: -3.306 -3.727 1.197  0.342
H: -4.747 -3.464 2.179  0.443
H: -0.097 1.023 2.925  0.388
H: 1.947 0.853 2.957  0.572
H: 2.126 1.968 0.702  0.283
H: 3.667 1.647 1.513  0.454
H: 3.816 1.081 -0.877  0.585
H: 2.436 -0.011 -0.727  -0.356
H: 5.084 -0.332 0.743  0.291
H: 3.885 -1.919 -1.574  0.314
H: 5.270 -0.831 -1.684  0.417
H: 5.385 -2.311 -0.730  0.432
H: 2.597 -2.089 0.614  0.133
H: 4.099 -2.513 1.446  0.450
H: 2.422 -1.617 3.034  0.389
H: 3.848 -0.577 2.945  0.433
H: -1.345 1.434 -3.700  0.526
H: -2.188 -1.141 -2.289  0.194
H: -3.279 -0.012 -3.093  0.380
H: -2.087 -0.911 -4.036  0.458
H: 0.384 -0.325 -3.839  0.518
H: 0.314 -0.580 -2.099  0.194
H: 0.900 0.954 -2.741  0.377

Output
E_LUMO   0.8 eV
HOMO-LUMO gap   10.1 eV
E   -32497.1485 eV
Spin multiplicity   1
Net charge   0
ΔE to the lowest compared entry with this formula, charge and spin   0.00 kcal/mol

=====

C20H36N4Pd | wB97M-V/def2-TZVPD

Each line ends with the Mulliken charge.
Positions of all 61 atoms, in Å:
Pd: 0.447 -0.808 0.413  -0.118
C: -2.298 -2.096 1.898  0.693
C: -1.527 -3.367 1.509  -1.120
N: -0.689 -3.096 0.348  -0.093
C: -1.392 -3.240 -0.920  -0.663
C: -0.772 -2.301 -1.963  -0.949
N: -1.024 -0.919 -1.596  0.400
C: -2.308 -0.369 -1.991  -1.128
C: -2.889 0.594 -0.946  -0.635
C: -1.916 1.697 -0.510  -0.629
N: -0.987 1.260 0.529  1.312
C: -1.502 1.416 1.880  -0.813
C: -0.556 0.773 2.903  -1.154
N: -0.492 -0.674 2.746  -0.024
C: -1.709 -1.387 3.122  -1.441
H: -3.354 -2.316 2.060  0.583
H: -2.191 -1.399 1.063  -0.673
H: -2.233 -4.187 1.297  0.268
H: -0.886 -3.685 2.334  0.508
H: 0.146 -3.679 0.347  0.189
H: -2.438 -2.962 -0.766  0.369
H: -1.365 -4.279 -1.291  0.427
H: -1.156 -2.550 -2.969  0.353
H: 0.313 -2.470 -1.939  0.284
H: -0.271 -0.312 -1.921  -0.141
H: -3.017 -1.190 -2.130  0.540
H: -2.229 0.158 -2.956  0.368
H: -3.192 0.030 -0.065  0.285
H: -3.782 1.052 -1.375  0.442
H: -2.498 2.568 -0.161  0.436
H: -1.332 2.015 -1.377  -0.035
H: -0.130 1.811 0.456  -0.695
H: -2.486 0.942 1.939  0.520
H: -1.633 2.481 2.147  0.405
H: -0.896 1.057 3.917  0.417
H: 0.453 1.170 2.736  0.421
H: 0.316 -1.032 3.248  0.226
H: -2.451 -0.682 3.516  0.354
H: -1.509 -2.117 3.913  0.549
C: 4.607 0.449 -0.775  -1.812
C: 3.088 0.249 -0.934  2.144
C: 2.848 -0.414 -2.302  -1.899
C: 2.486 -0.591 0.150  -1.034
C: 2.381 1.593 -0.799  0.339
C: 2.519 2.323 0.389  -0.366
C: 1.886 3.535 0.571  -0.946
C: 1.081 4.067 -0.434  -0.373
C: 0.935 3.362 -1.615  -0.989
C: 1.577 2.147 -1.800  0.298
H: 5.119 -0.510 -0.828  0.469
H: 4.853 0.913 0.177  0.383
H: 4.982 1.093 -1.570  0.402
H: 3.372 -1.367 -2.331  0.408
H: 3.218 0.208 -3.117  0.377
H: 1.788 -0.617 -2.442  0.298
H: 3.146 -0.814 0.998  0.438
H: 3.135 1.930 1.184  0.335
H: 2.028 4.086 1.491  0.397
H: 0.592 5.020 -0.296  0.417
H: 0.336 3.777 -2.415  0.358
H: 1.460 1.649 -2.749  0.318

Output
E_LUMO (spin up / spin down)   0.9 / 0.9 eV
HOMO-LUMO gap (spin up / spin down)   6.7 / 6.7 eV
E   -30760.8101 eV
Spin multiplicity   1
Net charge   0
ΔE to the lowest compared entry with this formula, charge and spin   25.56 kcal/mol

=====

C20H36NOP2Pt | wB97M-V/def2-TZVPD

Each line ends with the Mulliken charge.
Positions of all 61 atoms, in Å:
P: 1.892 -3.082 -4.250  1.406
P: 4.632 -2.699 -1.881  1.576
C: 3.730 -3.452 -4.487  -1.245
C: 4.475 -3.944 -3.231  -1.065
H: 4.195 -2.536 -4.888  0.307
H: 3.781 -4.218 -5.274  0.562
H: 4.002 -4.858 -2.814  0.350
H: 5.510 -4.202 -3.511  0.541
C: 6.064 -1.680 -2.364  -1.300
H: 6.226 -0.911 -1.598  0.323
H: 5.881 -1.192 -3.330  0.372
H: 6.944 -2.339 -2.433  0.489
C: 5.318 -3.763 -0.576  -1.626
H: 6.363 -3.973 -0.831  0.475
H: 4.757 -4.702 -0.503  0.377
H: 5.266 -3.237 0.382  0.343
C: 1.476 -2.576 -5.968  -1.525
H: 0.431 -2.242 -5.994  0.366
H: 1.608 -3.449 -6.626  0.449
H: 2.120 -1.753 -6.310  0.345
C: 1.090 -4.689 -4.176  -1.602
H: 1.501 -5.299 -3.368  0.296
H: 1.215 -5.202 -5.135  0.461
H: 0.027 -4.529 -3.976  0.389
Pt: -0.033 -0.339 -0.926  0.536
C: 2.892 -1.462 0.234  -0.774
C: 2.463 -0.313 -0.445  -0.800
C: 2.897 -0.041 -1.862  0.473
C: 1.921 -0.335 -3.012  -0.993
C: 0.692 -1.201 -2.729  -0.597
C: 0.696 -2.562 -2.159  -0.713
C: 1.817 -3.034 -1.323  0.763
C: 1.997 -2.653 0.188  -0.933
C: -1.996 -0.335 -1.052  -1.138
H: 3.803 -1.479 0.824  0.497
H: 2.383 0.620 0.109  0.605
H: 3.844 -0.564 -2.070  -0.827
H: 3.152 1.022 -1.949  0.708
H: 1.511 0.641 -3.339  0.458
H: 2.474 -0.702 -3.894  0.142
H: -0.073 -1.067 -3.524  0.791
H: -0.254 -3.125 -2.149  0.385
H: 2.690 -2.542 -1.852  -1.722
H: 1.955 -4.122 -1.441  0.653
H: 1.006 -2.476 0.631  0.256
H: 2.467 -3.516 0.683  0.433
H: -2.392 -0.808 -0.141  0.279
H: -2.295 -0.929 -1.928  0.286
H: -2.404 0.681 -1.157  0.283
O: 0.097 0.001 1.104  -0.597
N: -0.450 1.125 1.604  0.258
C: -0.361 2.318 0.972  0.037
C: -1.085 3.402 1.461  -0.870
C: -1.848 3.259 2.623  -0.102
C: -1.859 2.025 3.285  -0.650
C: -1.095 0.978 2.789  -0.114
H: 0.220 2.358 0.054  0.417
H: -1.046 4.340 0.912  0.372
H: -2.438 4.100 3.006  0.367
H: -2.448 1.850 4.186  0.360
H: -1.059 -0.016 3.226  0.405

Output
E_LUMO (spin up / spin down)   -0.1 / -0.5 eV
HOMO-LUMO gap (spin up / spin down)   4.1 / 5.6 eV
<S²>   3.785
E   -46674.7842 eV
Spin multiplicity   4
Net charge   0
ΔE to the lowest compared entry with this formula, charge and spin   0.00 kcal/mol

=====

no.,molar mass (u)
1,368.5
2,439.0
3,563.5